# 1
{"formula": "C20H31EuI2NO3PrS2", "method": "ωB97M-V/def2-TZVPD", "symbols": ["I", "I", "Eu", "Pr", "S", "S", "C", "C", "C", "C", "C", "C", "C", "C", "C", "C", "C", "O", "O", "O", "H", "H", "H", "H", "H", "H", "H", "H", "H", "H", "H", "H", "H", "H", "H", "H", "H", "H", "C", "N", "C", "C", "C", "C", "C", "C", "C", "C", "H", "H", "H", "H", "H", "H", "H", "H", "H", "H", "H", "H", "H"], "xyz": [[-0.719, -4.113, -1.298], [-0.737, -3.300, -4.036], [-0.042, 0.502, -3.214], [-0.390, 0.029, 0.279], [1.391, -1.234, -1.741], [-2.055, -0.814, -1.930], [1.870, 0.279, 1.553], [3.190, -0.687, -1.824], [-3.461, 0.383, -1.522], [3.662, -1.010, -3.239], [3.529, 0.746, -1.435], [3.685, -1.692, -0.783], [-4.135, 0.252, -2.891], [-3.238, 1.841, -1.100], [-4.130, -0.429, -0.418], [1.749, 1.804, -4.156], [-1.481, 2.327, -3.997], [2.717, 0.365, 2.299], [2.546, 2.337, -4.838], [-2.142, 3.092, -4.597], [3.243, -0.298, -3.983], [3.291, -2.017, -3.516], [4.771, -0.991, -3.271], [3.144, 1.493, -2.155], [4.638, 0.813, -1.422], [3.149, 1.000, -0.427], [3.267, -1.448, 0.215], [4.782, -1.684, -0.764], [3.307, -2.696, -1.064], [-5.168, 0.614, -2.790], [-4.108, -0.830, -3.167], [-3.555, 0.810, -3.661], [-4.263, 2.256, -0.968], [-2.712, 2.449, -1.866], [-2.705, 1.965, -0.122], [-5.164, -0.072, -0.273], [-3.565, -0.347, 0.536], [-4.097, -1.506, -0.693], [0.533, -0.486, 4.822], [-0.265, 0.776, 4.756], [0.568, 1.978, 5.067], [-1.049, 0.968, 3.474], [-1.802, -0.292, 3.137], [-2.721, -0.869, 4.040], [-3.354, -2.054, 3.695], [-3.120, -2.721, 2.491], [-2.202, -2.147, 1.577], [-1.608, -0.986, 1.966], [1.270, -0.447, 4.020], [-0.126, -1.338, 4.710], [1.035, -0.492, 5.791], [-0.989, 0.690, 5.508], [1.310, 2.057, 4.271], [-0.079, 2.850, 5.078], [1.053, 1.826, 6.032], [-1.730, 1.812, 3.673], [-0.307, 1.310, 2.713], [-2.908, -0.341, 4.991], [-4.071, -2.493, 4.399], [-3.595, -3.644, 2.216], [-1.976, -2.622, 0.607]], "mulliken_spin": [0.002, -0.003, 4.186, 3.038, -0.020, -0.043, 0.028, -0.013, -0.027, -0.001, 0.001, 0.005, 0.000, 0.020, 0.001, 0.028, 0.020, 0.013, 0.001, 0.002, 0.000, 0.000, 0.000, 0.006, 0.000, 0.000, -0.002, 0.000, 0.001, 0.000, 0.001, 0.000, 0.000, 0.002, -0.015, -0.001, 0.019, 0.002, 0.006, -0.003, 0.001, 0.055, 0.068, 0.056, -0.033, 0.067, -0.020, 0.491, 0.000, -0.003, 0.000, 0.000, 0.000, 0.000, 0.000, -0.004, 0.004, 0.009, 0.004, 0.010, 0.041], "homo_energy_ev": [-18.50, -19.07], "charge": 4, "homo_lumo_gap_ev": [5.12, 4.83], "spin_multiplicity": 9}


# 2
{"formula": "C4H3BaO2", "method": "ωB97M-V/def2-TZVPD", "symbols": ["O", "C", "C", "C", "C", "H", "H", "H", "Ba", "O"], "xyz": [[-2.030, 1.161, -0.130], [-1.124, 0.431, 0.381], [-0.933, -1.042, -0.006], [0.412, -0.598, 0.449], [1.627, -0.113, 0.098], [-1.064, -1.296, -1.071], [-1.482, -1.678, 0.704], [2.473, -0.783, -0.106], [0.282, 2.729, -0.154], [1.839, 1.189, -0.166]], "mulliken_spin": [0.119, 0.394, 0.010, 0.238, 0.122, -0.005, 0.027, 0.025, 0.045, 0.025], "homo_energy_ev": [-4.85, -6.37], "charge": 0, "homo_lumo_gap_ev": [3.88, 5.37], "spin_multiplicity": 2}


# 3
{"formula": "C4H9NO2", "method": "ωB97M-V/def2-TZVPD", "symbols": ["C", "C", "C", "O", "N", "C", "O", "H", "H", "H", "H", "H", "H", "H", "H", "H"], "xyz": [[0.218, -1.229, -1.208], [-0.593, -0.469, -0.170], [-0.127, -0.814, 1.285], [-0.402, 0.201, 2.193], [-0.452, 1.052, -0.597], [0.457, 1.975, -0.156], [1.160, 1.910, 0.848], [-0.178, -1.004, -2.203], [0.225, -2.312, -1.047], [1.249, -0.875, -1.150], [-1.664, -0.746, -0.237], [-0.666, -1.709, 1.632], [0.941, -1.107, 1.302], [0.165, 0.926, 1.879], [-0.892, 1.323, -1.487], [0.534, 2.880, -0.791]], "lowdin_charge": [-0.080, -0.265, -0.254, -0.065, 0.073, -0.333, -0.003, 0.075, 0.085, 0.084, 0.138, 0.125, 0.123, 0.031, 0.132, 0.134], "smiles": "C[C@@H](CO)NC=O", "homo_energy_ev": -9.94, "de_lowest_kcal_mol": 29.8, "charge": 0, "homo_lumo_gap_ev": 10.66}


# 4
{"formula": "C13H16N2O6", "method": "ωB97M-V/def2-TZVPD", "symbols": ["C", "C", "C", "C", "C", "C", "C", "C", "C", "C", "C", "C", "C", "H", "H", "H", "H", "H", "H", "H", "H", "H", "H", "H", "H", "H", "H", "H", "H", "N", "N", "O", "O", "O", "O", "O", "O"], "xyz": [[-2.461, 0.737, 0.846], [-1.477, 0.216, -0.354], [-3.846, 0.679, 0.186], [-4.397, -0.753, 0.076], [0.684, -0.404, -1.342], [0.060, -1.397, -2.347], [2.274, -0.887, -1.017], [2.862, -0.216, 0.296], [3.677, 0.758, -0.110], [2.544, -0.531, 1.685], [4.393, 1.647, 0.723], [3.211, 0.274, 2.649], [4.099, 1.360, 2.146], [-1.475, 2.548, 1.489], [-2.225, 2.748, 0.050], [-1.927, 0.207, 1.743], [-3.889, 0.997, -0.916], [-4.654, 1.111, 0.780], [-4.201, -2.749, 0.401], [0.490, -0.662, 0.896], [0.806, 0.769, -1.568], [2.772, -0.793, -2.050], [2.341, -2.111, -0.850], [3.401, 1.054, -1.267], [1.806, -1.265, 1.917], [4.820, 2.594, 0.493], [2.655, 0.160, 3.703], [5.546, 2.651, 2.946], [-0.912, 0.047, -2.875], [-2.284, 2.310, 1.062], [-0.427, -0.622, -0.259], [-1.899, 0.494, -1.534], [-5.519, -0.850, -0.307], [-3.574, -1.898, 0.234], [0.318, -2.639, -2.310], [4.392, 2.137, 3.365], [-0.731, -0.746, -3.338]], "lowdin_charge": [-0.201, -0.399, -0.092, -0.486, -0.170, -0.389, -0.094, -0.271, -0.121, -0.060, 0.007, -0.016, -0.242, -0.012, 0.124, 0.164, 0.161, 0.129, 0.193, 0.283, 0.185, 0.131, 0.162, 0.167, 0.080, 0.091, 0.159, 0.291, 0.009, 0.039, 0.101, -0.029, 0.100, 0.020, 0.051, -0.139, 0.073], "homo_energy_ev": -9.25, "de_lowest_kcal_mol": 263.6, "charge": 0, "homo_lumo_gap_ev": 8.68}


# 5
{"formula": "C4H7ClN2O", "method": "ωB97M-V/def2-TZVPD", "symbols": ["C", "C", "C", "C", "H", "H", "H", "H", "H", "H", "H", "N", "N", "O", "Cl"], "xyz": [[-0.348, 1.125, 0.757], [-0.794, -0.252, 1.318], [0.767, -1.306, -0.418], [1.056, 0.889, 0.318], [-0.522, 1.691, 1.782], [-1.990, -0.390, 0.792], [-0.891, -0.318, 2.716], [-0.259, -2.388, 1.043], [1.743, -1.797, -1.928], [1.636, 0.204, 1.183], [1.526, 1.983, 0.087], [0.020, -1.526, 0.899], [1.312, -2.318, -0.918], [0.933, 0.023, -0.852], [-1.301, 1.471, -0.622]], "lowdin_charge": [-0.797, -0.239, -0.497, -0.242, 0.151, 0.136, 0.189, 0.029, 0.169, 0.189, 0.169, 0.044, 0.109, -0.143, 0.734], "homo_energy_ev": -9.12, "de_lowest_kcal_mol": 110.2, "charge": 0, "homo_lumo_gap_ev": 9.74}


# 6
{"formula": "C23H63N5O6", "method": "ωB97M-V/def2-TZVPD", "symbols": ["C", "C", "C", "O", "H", "H", "H", "H", "H", "H", "H", "H", "C", "C", "C", "O", "C", "N", "H", "H", "H", "H", "H", "H", "H", "H", "H", "H", "H", "C", "C", "C", "O", "C", "N", "H", "H", "H", "H", "H", "H", "H", "H", "H", "H", "H", "C", "C", "C", "O", "C", "N", "H", "H", "H", "H", "H", "H", "H", "H", "H", "H", "H", "C", "C", "C", "O", "C", "N", "H", "H", "H", "H", "H", "H", "H", "H", "H", "H", "H", "C", "C", "C", "O", "C", "N", "H", "H", "H", "H", "H", "H", "H", "H", "H", "H", "H"], "xyz": [[-24.318, 11.238, -30.085], [-25.635, 11.561, -29.399], [-25.337, 11.879, -27.865], [-26.308, 12.613, -29.985], [-23.641, 10.800, -29.351], [-23.852, 12.174, -30.395], [-24.512, 10.424, -30.783], [-26.296, 10.698, -29.469], [-24.862, 12.847, -27.707], [-24.845, 10.995, -27.460], [-26.306, 11.972, -27.375], [-26.301, 13.411, -29.452], [-18.077, 12.011, -31.183], [-19.693, 12.030, -31.010], [-20.295, 10.756, -30.529], [-19.872, 9.670, -31.317], [-20.284, 8.362, -30.913], [-19.985, 13.156, -30.135], [-17.627, 11.319, -30.472], [-17.564, 12.962, -31.327], [-17.842, 11.655, -32.186], [-20.157, 12.398, -31.925], [-21.374, 10.883, -30.438], [-20.019, 10.585, -29.488], [-21.348, 8.180, -31.064], [-20.046, 8.020, -29.906], [-19.874, 7.615, -31.593], [-20.880, 12.896, -29.746], [-19.408, 13.048, -29.313], [-18.237, 15.549, -35.895], [-17.965, 14.024, -35.928], [-18.654, 13.073, -36.965], [-19.985, 12.708, -36.708], [-20.251, 12.115, -35.481], [-16.471, 13.980, -35.978], [-19.298, 15.689, -35.686], [-18.133, 15.853, -36.937], [-17.568, 16.171, -35.301], [-18.063, 13.598, -34.930], [-18.100, 12.141, -37.074], [-18.631, 13.509, -37.964], [-21.011, 11.392, -35.778], [-20.677, 12.806, -34.754], [-19.402, 11.605, -35.025], [-15.884, 13.208, -35.696], [-16.050, 14.763, -35.500], [-26.207, 16.637, -29.405], [-26.084, 16.353, -27.931], [-24.613, 16.374, -27.454], [-23.981, 15.319, -28.104], [-22.679, 15.023, -27.618], [-26.754, 17.528, -27.260], [-25.645, 17.501, -29.760], [-27.246, 16.897, -29.604], [-25.934, 15.764, -29.998], [-26.667, 15.497, -27.590], [-24.519, 16.064, -26.413], [-24.147, 17.358, -27.520], [-22.440, 14.147, -28.222], [-22.699, 14.781, -26.555], [-22.056, 15.908, -27.737], [-26.907, 17.374, -26.273], [-27.592, 17.647, -27.811], [-17.750, 10.992, -27.563], [-18.345, 10.562, -26.136], [-19.902, 10.194, -26.141], [-20.643, 11.350, -26.520], [-21.875, 11.604, -25.874], [-17.602, 9.514, -25.463], [-17.797, 10.119, -28.215], [-16.708, 11.284, -27.429], [-18.389, 11.790, -27.943], [-18.360, 11.457, -25.515], [-20.135, 9.976, -25.098], [-20.237, 9.322, -26.702], [-22.434, 12.318, -26.480], [-21.740, 12.126, -24.926], [-22.606, 10.797, -25.813], [-17.972, 9.374, -24.533], [-16.723, 9.958, -25.239], [-17.592, 4.413, -35.745], [-18.786, 4.547, -34.780], [-19.724, 5.671, -34.972], [-19.182, 6.922, -34.973], [-20.178, 7.938, -34.850], [-19.525, 3.320, -35.125], [-16.849, 5.044, -35.258], [-17.786, 4.842, -36.728], [-16.964, 3.523, -35.797], [-18.447, 4.549, -33.744], [-20.521, 5.468, -34.257], [-20.308, 5.575, -35.888], [-20.698, 7.863, -33.895], [-20.868, 8.012, -35.690], [-19.564, 8.826, -35.002], [-19.793, 3.319, -36.098], [-20.392, 3.338, -34.608]], "mulliken_spin": [0.000, 0.000, 0.000, 0.000, 0.000, 0.000, 0.000, 0.000, 0.000, 0.000, 0.000, 0.000, 0.001, 0.001, 0.000, 0.000, 0.000, 0.000, 0.000, 0.000, 0.000, -0.001, 0.000, 0.000, 0.000, 0.000, 0.000, 0.000, 0.000, 0.031, 0.013, 0.057, 0.021, -0.007, 0.818, -0.002, -0.006, 0.000, 0.089, -0.001, 0.007, 0.005, 0.008, 0.003, -0.019, -0.017, 0.000, 0.000, 0.000, 0.000, 0.000, 0.000, 0.000, 0.000, 0.000, 0.000, 0.000, 0.000, 0.000, 0.000, 0.000, 0.000, 0.000, 0.000, 0.000, 0.000, 0.000, 0.000, 0.000, 0.000, 0.000, 0.000, 0.000, 0.000, 0.000, 0.000, 0.000, 0.000, 0.000, 0.000, 0.000, 0.000, 0.000, 0.000, 0.000, 0.000, 0.000, 0.000, 0.000, 0.000, 0.000, 0.000, 0.000, 0.000, 0.000, 0.000, 0.000], "homo_energy_ev": [-10.64, -10.64], "charge": 1, "homo_lumo_gap_ev": [7.34, 2.20], "spin_multiplicity": 2}